{
  "formula": "C29H72BNNbO22S7",
  "method": "the ωB97M-V functional and the def2-TZVPD basis",
  "symbols": ["C", "C", "C", "C", "C", "C", "C", "C", "Nb", "B", "N", "O", "H", "H", "H", "H", "H", "H", "H", "H", "H", "H", "H", "H", "H", "H", "H", "H", "O", "S", "O", "O", "C", "C", "C", "H", "H", "H", "H", "H", "H", "H", "H", "O", "S", "O", "O", "C", "C", "C", "H", "H", "H", "H", "H", "H", "H", "H", "O", "S", "O", "O", "C", "C", "C", "H", "H", "H", "H", "H", "H", "H", "H", "O", "S", "O", "O", "C", "C", "C", "H", "H", "H", "H", "H", "H", "H", "H", "O", "S", "O", "O", "C", "C", "C", "H", "H", "H", "H", "H", "H", "H", "H", "O", "S", "O", "O", "C", "C", "C", "H", "H", "H", "H", "H", "H", "H", "H", "O", "S", "O", "O", "C", "C", "C", "H", "H", "H", "H", "H", "H", "H", "H"],
  "coordinates": [[-6.42221, -0.26217, 0.26329], [-5.97661, 0.39519, -1.00585], [-4.61862, 0.45659, -1.29093], [-4.15903, 1.06365, -2.44324], [-5.06918, 1.61879, -3.31778], [-6.41894, 1.56993, -3.04585], [-6.90335, 0.95664, -1.88770], [-8.36697, 0.94562, -1.65179], [-9.39500, -0.98795, -2.30460], [-11.42094, -0.11597, -1.40086], [-12.49756, 0.47355, -2.18692], [-11.59666, -0.07400, -0.00151], [-6.47749, 0.44888, 1.08124], [-7.39641, -0.71727, 0.17306], [-5.71307, -1.03048, 0.53883], [-3.93588, 0.01012, -0.58856], [-3.10188, 1.11032, -2.63658], [-4.69932, 2.09961, -4.20607], [-7.10751, 2.01474, -3.73867], [-8.58245, 1.09146, -0.59662], [-8.82911, 1.74713, -2.21493], [-10.05541, -0.32608, -3.89780], [-8.06518, -1.87872, -3.24140], [-9.12587, -1.91896, -0.72815], [-10.46565, -2.42658, -2.70038], [-12.91559, 1.25629, -1.68035], [-12.10271, 0.85870, -3.03648], [-11.73444, 0.84635, 0.24128], [-0.27708, 1.31160, -2.95953], [0.44062, 0.51656, -3.90829], [1.17704, -0.61846, -3.44501], [1.39697, 1.45508, -4.75710], [2.27656, 2.34161, -4.02796], [3.48677, 1.62477, -3.46415], [-0.63712, 0.03033, -5.20717], [1.71075, 2.85019, -3.24612], [2.58030, 3.09224, -4.75404], [3.20557, 0.92673, -2.67674], [4.18340, 2.35052, -3.04482], [3.99301, 1.05672, -4.24408], [-1.16796, 0.90645, -5.56789], [-1.33561, -0.69094, -4.78749], [-0.04763, -0.42742, -5.99678], [1.14732, -2.97321, 0.94207], [1.54423, -4.26506, 0.47010], [2.93021, -4.54246, 0.25502], [0.72304, -4.60081, -0.83707], [0.70717, -3.58260, -1.87236], [1.98757, -3.54785, -2.67674], [0.85889, -5.51801, 1.49854], [0.51225, -2.60887, -1.42310], [-0.13628, -3.82372, -2.51347], [2.82220, -3.21541, -2.05954], [1.87404, -2.84893, -3.49924], [2.25124, -4.52816, -3.07634], [-0.20168, -5.32258, 1.62837], [1.37692, -5.46637, 2.45366], [1.02659, -6.48343, 1.02994], [-2.02416, -5.22477, -3.32539], [-1.93964, -6.30512, -4.25843], [-1.02301, -6.24390, -5.35399], [-3.39440, -6.62623, -4.79595], [-4.17445, -5.52512, -5.32388], [-3.75420, -5.13891, -6.72705], [-1.68929, -7.80931, -3.38278], [-4.11765, -4.67951, -4.63829], [-5.20098, -5.88262, -5.31706], [-2.75597, -4.70311, -6.73770], [-4.45309, -4.40653, -7.13028], [-3.74059, -6.01289, -7.37801], [-2.41403, -7.86840, -2.57613], [-0.67703, -7.78027, -2.98595], [-1.80154, -8.63939, -4.07444], [4.13606, -0.78115, 6.88613], [4.24958, -1.99385, 6.13413], [5.22806, -2.10263, 5.09624], [2.82998, -2.39085, 5.56758], [2.07599, -1.39919, 4.81840], [2.56295, -1.23813, 3.39645], [4.43453, -3.35631, 7.23160], [2.09327, -0.45335, 5.36068], [1.05228, -1.76601, 4.83023], [3.55795, -0.79343, 3.36363], [1.88036, -0.59047, 2.84803], [2.61330, -2.19867, 2.89045], [3.66558, -3.29648, 7.99608], [5.42321, -3.27594, 7.67751], [4.35130, -4.27668, 6.66085], [1.37387, 3.07870, 2.76498], [-0.02273, 2.76035, 2.83780], [-0.43277, 1.51404, 3.40109], [-0.66114, 2.94937, 1.40865], [-0.02536, 2.28890, 0.28187], [-0.34830, 0.81631, 0.22258], [-0.88746, 4.06608, 3.63919], [1.05090, 2.46665, 0.32077], [-0.41210, 2.79508, -0.59920], [0.09614, 0.27289, 1.05685], [0.03283, 0.39347, -0.70129], [-1.42667, 0.66235, 0.26428], [-0.59909, 5.00989, 3.18510], [-0.60214, 4.04290, 4.68848], [-1.95419, 3.89052, 3.53348], [4.03575, 7.12248, -0.18282], [4.54245, 7.53788, 1.08862], [5.88698, 7.22271, 1.45808], [3.55244, 7.04836, 2.22283], [3.17506, 5.64691, 2.23439], [4.25783, 4.76189, 2.80986], [4.27970, 9.26502, 1.29583], [2.89512, 5.33274, 1.22916], [2.28282, 5.59506, 2.85180], [5.13003, 4.73207, 2.15839], [3.87275, 3.74960, 2.92421], [4.58154, 5.13545, 3.78181], [3.24656, 9.49360, 1.05162], [4.95506, 9.77444, 0.61270], [4.50939, 9.53194, 2.32336], [8.01172, 1.16430, 1.84140], [8.47455, 1.90335, 2.97478], [9.79161, 1.67447, 3.48450], [7.42197, 1.76299, 4.14912], [6.99291, 0.42679, 4.51947], [8.02967, -0.28246, 5.36622], [8.26228, 3.62518, 2.68787], [6.74560, -0.14715, 3.62744], [6.07673, 0.56064, 5.08840], [8.92856, -0.50362, 4.79172], [7.61664, -1.21947, 5.73472], [8.32360, 0.34013, 6.21178], [7.24972, 3.79872, 2.33840], [8.98268, 3.91412, 1.92635], [8.45591, 4.15973, 3.61340]],
  "forces_ev_per_angstrom": [[0.102, 0.041, -0.072], [0.049, -0.143, 0.187], [-0.365, 0.049, -0.116], [0.281, -0.140, 0.293], [0.087, 0.104, -0.136], [0.343, -0.163, 0.041], [-0.331, 0.122, -0.414], [-0.277, -0.059, 0.589], [2.615, 0.711, 0.489], [-0.963, -0.900, -0.675], [1.090, 1.026, 0.520], [0.596, 0.159, -0.213], [-0.021, 0.245, 0.225], [-0.307, -0.226, -0.064], [0.178, -0.245, 0.185], [0.275, -0.108, 0.144], [0.302, 0.031, -0.106], [-0.038, 0.169, -0.319], [-0.327, 0.112, -0.203], [-0.195, 0.104, 0.237], [-0.246, 0.274, -0.132], [-0.477, -0.293, -0.002], [-0.410, -0.476, -0.587], [-0.483, -0.303, -0.084], [-0.272, 0.400, 0.312], [-0.464, -0.231, -0.057], [-0.273, -0.349, -0.349], [-0.377, 0.064, 0.280], [0.026, 0.158, 0.137], [-0.153, 0.011, -0.317], [0.020, -0.042, 0.115], [-0.079, -0.039, -0.055], [0.352, 0.262, 0.256], [-0.112, -0.178, 0.030], [-0.004, -0.006, -0.066], [-0.095, -0.082, -0.022], [-0.095, -0.068, -0.123], [-0.007, 0.016, 0.007], [-0.011, 0.050, -0.030], [0.034, 0.046, -0.026], [-0.004, 0.018, 0.014], [0.009, 0.009, 0.061], [0.019, -0.016, 0.007], [0.085, 0.110, 0.155], [-0.255, -0.186, -0.263], [0.144, 0.023, 0.129], [-0.010, -0.087, 0.061], [0.008, 0.453, -0.629], [0.318, -0.168, 0.219], [-0.060, -0.004, 0.065], [0.002, -0.072, 0.144], [-0.097, -0.250, 0.194], [0.020, 0.046, -0.036], [-0.055, 0.029, -0.031], [-0.153, -0.046, 0.015], [-0.010, 0.011, -0.017], [0.033, 0.033, -0.010], [0.022, -0.001, -0.021], [0.177, 0.288, -0.030], [-0.340, -0.425, 0.093], [0.141, 0.162, -0.024], [0.104, -0.089, -0.017], [-0.301, 0.401, -0.207], [0.210, -0.066, 0.032], [0.005, -0.074, 0.034], [0.081, -0.061, 0.061], [0.043, -0.138, 0.079], [0.000, 0.013, 0.015], [-0.056, -0.013, 0.041], [-0.064, -0.004, -0.014], [-0.017, 0.018, -0.003], [0.019, 0.047, -0.014], [0.006, 0.003, -0.022], [0.156, 0.208, -0.045], [-0.411, -0.403, -0.050], [0.171, 0.152, 0.005], [0.080, -0.111, 0.078], [-0.304, 0.443, -0.311], [0.346, -0.046, 0.090], [0.001, -0.037, 0.073], [0.084, -0.052, 0.082], [0.046, -0.133, 0.096], [-0.013, 0.036, 0.032], [-0.080, -0.017, 0.037], [-0.089, -0.016, -0.055], [-0.015, 0.008, 0.000], [0.019, 0.038, -0.020], [0.006, 0.004, -0.028], [0.213, -0.056, 0.101], [-0.340, 0.225, -0.276], [0.138, -0.167, 0.159], [-0.022, 0.103, 0.094], [0.208, -0.277, -0.508], [-0.049, -0.166, 0.404], [-0.001, 0.059, 0.045], [-0.021, 0.049, 0.151], [-0.128, 0.112, 0.109], [0.012, 0.015, -0.003], [0.015, 0.032, -0.105], [-0.013, 0.015, -0.088], [-0.005, -0.001, -0.025], [0.025, -0.041, 0.003], [-0.010, -0.022, -0.011], [0.088, -0.098, -0.153], [-0.266, 0.116, 0.271], [0.172, -0.054, -0.095], [-0.003, 0.118, -0.015], [-0.090, -0.547, 0.064], [0.178, 0.078, -0.028], [-0.027, 0.066, 0.006], [0.041, 0.139, -0.059], [-0.005, 0.185, 0.021], [-0.016, 0.009, -0.041], [-0.062, 0.024, 0.011], [-0.043, -0.033, 0.030], [-0.013, -0.014, -0.002], [0.025, -0.037, -0.022], [0.016, -0.015, 0.013], [0.084, -0.154, -0.125], [-0.228, 0.235, 0.210], [0.149, -0.078, -0.074], [-0.046, 0.090, -0.039], [-0.048, -0.507, 0.257], [0.208, 0.088, -0.082], [-0.016, 0.050, -0.004], [0.053, 0.123, -0.095], [-0.014, 0.228, -0.051], [-0.009, -0.005, -0.017], [-0.080, 0.010, -0.014], [-0.058, -0.007, 0.033], [-0.021, 0.010, -0.002], [0.017, -0.041, -0.010], [0.004, -0.003, 0.012]],
  "homo_ha": -0.1600,
  "lumo_ev": 1.454,
  "orbital_gap_ev": 5.8085,
  "total_charge": -1
}